49
Properties=species:S:1:pos:R:3 method="wB97M-V/def2-TZVPD" gap_ha=0.3263 e_tot_ev=-28674.634 relative_energy_kcal_mol=26.2 smiles="Cc1cccc(NC(=O)NC[C@H](c2ccco2)N2CCCCC2)c1"
C 3.20 -5.30 -0.59
C 1.90 -4.64 -0.92
C 1.41 -3.60 -0.14
C 0.19 -2.99 -0.43
C -0.54 -3.42 -1.54
C -0.05 -4.45 -2.32
C 1.16 -5.06 -2.02
H 1.53 -5.86 -2.63
H -0.62 -4.78 -3.17
H -1.48 -2.95 -1.77
N -0.22 -1.95 0.40
C -1.38 -1.20 0.34
O -2.24 -1.33 -0.50
N -1.48 -0.32 1.39
H -0.64 -0.07 1.90
C -2.46 0.73 1.38
H -2.87 0.82 2.39
H -3.26 0.44 0.70
C -1.87 2.11 0.96
C -2.19 2.46 -0.46
C -2.45 1.72 -1.57
C -2.65 2.64 -2.63
C -2.49 3.87 -2.09
O -2.21 3.78 -0.78
H -2.55 4.86 -2.51
H -2.87 2.40 -3.65
H -2.50 0.65 -1.63
N -0.43 2.12 1.25
C 0.04 3.36 1.85
C 1.45 3.14 2.42
C 2.40 2.70 1.32
C 1.83 1.46 0.63
C 0.42 1.77 0.13
H 0.01 0.90 -0.38
H 0.49 2.59 -0.61
H 2.46 1.16 -0.20
H 1.79 0.64 1.35
H 3.39 2.48 1.74
H 2.52 3.50 0.59
H 1.80 4.07 2.88
H 1.40 2.38 3.20
H -0.63 3.64 2.66
H 0.07 4.18 1.12
H -2.33 2.87 1.58
H 0.40 -1.76 1.17
H 1.98 -3.27 0.72
H 3.71 -4.79 0.23
H 3.03 -6.34 -0.29
H 3.85 -5.32 -1.46

108
Properties=species:S:1:pos:R:3 method="wB97M-V/def2-TZVPD" gap_ha=0.3540 e_tot_ev=-82504.308 smiles="COC(=O)OC.COC(=O)OC.COC(=O)OC.COC(=O)OC.Fc1ccccc1.Fc1ccccc1.Fc1ccccc1.Fc1ccccc1.Fc1ccccc1"
F -1.29 5.51 2.12
C -2.03 4.43 1.86
C -2.39 3.56 2.84
C -3.23 2.50 2.49
C -3.55 2.19 1.17
C -3.01 3.05 0.18
C -2.27 4.18 0.52
H -2.24 3.75 3.87
H -3.66 1.89 3.22
H -4.24 1.48 0.80
H -3.17 2.81 -0.81
H -1.94 4.86 -0.27
F -2.02 -3.52 -2.18
C -1.09 -3.27 -1.20
C -1.30 -3.91 0.00
C -0.43 -3.66 1.03
C 0.54 -2.74 0.83
C 0.77 -2.06 -0.34
C -0.09 -2.33 -1.40
H -2.17 -4.55 0.11
H -0.47 -4.23 1.92
H 1.21 -2.51 1.70
H 1.64 -1.39 -0.53
H 0.05 -1.92 -2.39
F 2.61 -2.93 -2.87
C 3.71 -2.55 -2.27
C 4.29 -3.45 -1.38
C 5.56 -3.19 -0.88
C 6.26 -2.09 -1.38
C 5.75 -1.20 -2.27
C 4.37 -1.39 -2.64
H 3.64 -4.36 -1.09
H 6.10 -3.77 -0.10
H 7.20 -1.94 -0.93
H 6.19 -0.39 -2.84
H 3.86 -0.74 -3.33
F -0.60 1.83 -8.07
C -0.14 0.95 -7.12
C -0.97 0.69 -6.08
C -0.50 -0.28 -5.14
C 0.74 -0.92 -5.25
C 1.54 -0.59 -6.35
C 1.10 0.35 -7.29
H -1.98 1.05 -6.07
H -1.18 -0.49 -4.33
H 1.13 -1.62 -4.54
H 2.50 -1.08 -6.56
H 1.67 0.61 -8.15
F -4.30 1.83 -4.59
C -4.09 0.99 -3.54
C -4.99 -0.07 -3.43
C -4.81 -0.94 -2.38
C -3.74 -0.77 -1.44
C -2.91 0.29 -1.62
C -3.03 1.19 -2.69
H -5.75 -0.13 -4.20
H -5.54 -1.79 -2.32
H -3.57 -1.51 -0.67
H -2.07 0.43 -0.93
H -2.28 1.92 -2.95
C -0.33 0.37 4.60
O 0.16 1.50 3.80
C 1.23 2.21 4.32
O 1.59 2.21 5.46
O 1.76 2.87 3.24
C 2.87 3.78 3.43
H -0.29 0.66 5.66
H 0.24 -0.47 4.27
H -1.39 0.19 4.31
H 3.62 3.24 3.96
H 2.62 4.74 3.93
H 3.22 3.94 2.40
C 3.17 -0.19 1.46
O 4.06 0.32 2.45
C 3.70 0.01 3.69
O 2.63 -0.42 4.02
O 4.76 0.22 4.52
C 4.50 0.02 5.94
H 2.11 -0.29 1.81
H 3.52 -1.18 1.14
H 3.22 0.50 0.64
H 4.09 -0.97 6.05
H 3.80 0.77 6.28
H 5.47 0.01 6.43
C -2.02 -2.57 3.89
O -2.98 -1.84 3.08
C -4.27 -2.25 3.25
O -4.61 -3.28 3.70
O -5.11 -1.33 2.78
C -6.51 -1.80 2.73
H -1.92 -2.25 4.90
H -0.99 -2.19 3.44
H -2.17 -3.66 3.79
H -7.11 -0.89 2.80
H -6.83 -2.43 3.56
H -6.69 -2.34 1.82
C 1.60 2.48 -4.03
O 0.71 2.73 -2.86
C 0.83 1.95 -1.78
O 1.58 0.97 -1.62
O 0.05 2.44 -0.83
C 0.26 1.77 0.47
H 1.65 1.50 -4.45
H 2.59 2.88 -3.82
H 1.21 3.14 -4.79
H 0.46 0.69 0.35
H -0.59 1.99 1.11
H 1.17 2.26 0.88

52
Properties=species:S:1:pos:R:3 method="wB97M-V/def2-TZVPD" gap_ha=0.2687 e_tot_ev=-74076.734 smiles="C=CN1C(=O)c2cc(Cl)c(PP(=O)(O)O)c(O)c2C1=O.COC(=O)OC.COC(=O)OC"
C -2.16 -2.52 3.68
C -0.89 -2.27 3.23
N -0.68 -2.04 1.86
C -1.08 -3.02 0.92
O -2.01 -3.77 0.99
C -0.09 -2.94 -0.19
C -0.08 -3.67 -1.36
C 0.97 -3.41 -2.24
Cl 0.99 -4.28 -3.73
C 1.98 -2.47 -1.94
P 3.29 -2.22 -3.19
P 2.44 -0.57 -4.35
O 3.24 -0.26 -5.52
O 2.21 0.67 -3.35
O 0.96 -1.09 -4.70
C 1.93 -1.75 -0.73
O 2.85 -0.84 -0.39
C 0.87 -1.99 0.13
C 0.51 -1.39 1.43
O 1.06 -0.49 2.01
H -2.39 -3.50 4.08
H -2.93 -1.76 3.62
H -0.02 -2.22 3.89
H -0.85 -4.39 -1.57
H 4.39 -1.62 -2.52
H 1.28 0.81 -3.13
H 0.40 -1.13 -3.91
H 3.42 -0.67 -1.15
C -5.61 -0.47 -1.83
O -5.16 0.24 -0.68
C -3.85 0.42 -0.62
O -3.04 0.03 -1.43
O -3.56 1.09 0.49
C -2.17 1.34 0.67
H -6.69 -0.54 -1.75
H -5.35 0.06 -2.75
H -5.19 -1.48 -1.85
H -1.78 1.95 -0.15
H -1.63 0.40 0.73
H -2.05 1.88 1.60
C 1.51 2.07 1.40
O 1.23 3.47 1.55
C 2.20 4.16 2.14
O 3.25 3.72 2.53
O 1.82 5.44 2.22
C 2.77 6.30 2.84
H 0.65 1.61 0.92
H 2.39 1.92 0.77
H 1.66 1.61 2.36
H 3.70 6.31 2.27
H 2.97 5.99 3.86
H 2.33 7.29 2.84